No. 1
Molecular formula: C32H48CaClO20
Method: DFT, wB97M-V/def2-TZVPD

Results
**Frontier orbital gap**: 7.08 eV
**Net charge**: +1
**HOMO level**: -0.4161 Eh
**Energy relative to the best compared isomer or geometry (same formula, charge and spin)**: 0.0 kcal per mole

Structure (XYZ):
```
102
Properties=species:S:1:pos:R:3:mulliken_charge:R:1
Ca 0.36 -4.26 1.62 1.95
Cl 0.84 -0.63 -0.25 1.05
O 0.57 0.44 0.70 -0.43
O 0.17 -0.44 -1.54 -0.61
O 2.18 -0.63 -0.67 -0.65
O 0.56 -1.95 0.29 -0.25
O 2.13 3.34 2.20 -0.61
C 3.24 2.91 1.92 0.36
O 4.20 3.67 1.35 -0.34
C 5.39 2.88 1.11 -0.77
C 4.93 1.52 1.23 0.11
C 3.77 1.52 2.19 -0.06
H 6.13 3.00 1.90 0.38
H 5.76 3.04 0.10 0.35
H 5.77 0.83 1.34 0.31
H 4.49 1.04 0.35 -0.02
H 4.02 1.51 3.25 0.41
H 2.96 0.82 2.00 -0.04
O 0.22 -5.03 -0.66 -0.89
C -0.51 -4.66 -1.57 0.60
O -1.82 -4.93 -1.40 -0.33
C -2.49 -4.41 -2.57 0.01
C -1.56 -4.52 -3.73 -0.63
C -0.26 -4.17 -2.96 0.04
H -2.93 -3.42 -2.45 -0.13
H -3.42 -4.97 -2.73 0.40
H -1.84 -3.82 -4.51 0.36
H -1.45 -5.45 -4.28 0.29
H -0.11 -3.10 -2.82 -0.11
H 0.63 -4.63 -3.39 0.42
O -4.96 -1.29 -4.21 -0.67
C -4.19 -0.41 -3.70 0.34
O -4.42 0.12 -2.49 -0.36
C -3.34 0.86 -2.09 0.44
C -2.58 1.23 -3.33 0.19
C -2.82 0.01 -4.26 -0.31
H -2.68 0.21 -1.51 -0.30
H -3.49 1.73 -1.45 0.20
H -1.53 1.33 -3.08 -0.46
H -3.01 2.15 -3.73 0.41
H -2.11 -0.78 -4.02 -0.01
H -2.84 0.22 -5.33 0.45
O -1.80 -3.42 1.30 -0.45
C -2.80 -2.76 1.16 -0.12
O -2.94 -1.75 0.22 0.27
C -4.11 -1.04 0.36 -0.02
C -4.75 -1.55 1.60 -0.72
C -4.12 -2.84 1.89 -0.46
H -4.84 -1.23 -0.43 0.26
H -3.84 0.01 0.45 0.17
H -5.82 -1.68 1.45 0.53
H -4.57 -0.87 2.44 0.01
H -4.67 -3.63 1.38 0.27
H -3.84 -3.08 2.92 0.43
O 2.64 -3.67 1.80 -0.62
C 3.85 -3.45 2.05 0.02
O 4.52 -4.15 2.96 -0.36
C 5.85 -3.58 3.02 -0.50
C 6.03 -2.60 1.96 -0.58
C 4.61 -2.22 1.55 0.32
H 6.57 -4.40 2.95 0.32
H 6.02 -3.24 4.04 0.30
H 6.48 -3.05 1.07 0.30
H 6.68 -1.77 2.21 0.36
H 4.37 -2.12 0.49 0.41
H 4.36 -1.32 2.11 -0.20
O -3.81 2.90 3.61 -0.56
C -2.98 2.09 3.97 0.41
O -2.60 2.04 5.27 -0.37
C -1.99 0.82 5.62 -0.48
C -2.07 -0.05 4.34 -0.25
C -2.36 0.91 3.21 0.87
H -2.34 0.27 6.49 0.29
H -0.95 0.96 5.91 0.29
H -2.72 -0.91 4.42 0.16
H -1.10 -0.47 4.05 0.18
H -3.11 0.67 2.46 -0.58
H -1.52 1.28 2.62 -0.09
O 5.09 1.76 -3.10 -0.68
C 3.93 2.05 -2.80 0.36
O 3.80 2.65 -1.63 -0.30
C 2.38 2.81 -1.36 0.43
C 1.66 2.68 -2.80 0.23
C 2.66 1.90 -3.62 -0.32
H 2.16 3.83 -1.07 0.45
H 1.99 2.14 -0.59 -0.45
H 1.55 3.65 -3.29 0.51
H 0.63 2.33 -2.89 -0.57
H 2.86 2.25 -4.63 0.35
H 2.30 0.87 -3.66 0.11
O -3.69 4.55 1.07 -0.59
C -2.79 4.32 0.29 0.34
O -2.02 3.22 0.49 -0.09
C -0.92 3.17 -0.39 0.98
C -1.39 4.05 -1.53 -0.12
C -2.35 5.03 -0.91 -0.67
H -0.85 2.16 -0.80 -0.71
H 0.05 3.39 0.05 0.02
H -1.86 3.55 -2.37 -0.30
H -0.49 4.41 -2.02 0.50
H -3.16 5.34 -1.57 0.35
H -1.77 5.92 -0.65 0.30
```



No. 2
Molecular formula: C32H48Cl25FNO4PS
Method: DFT, wB97M-V/def2-TZVPD

Results
**Frontier orbital gap**: 8.77 eV
**HOMO level**: -0.3185 Eh
**Energy relative to the best compared isomer or geometry (same formula, charge and spin)**: 0.0 kcal per mole

Structure (XYZ):
```
113
Properties=species:S:1:pos:R:3:mulliken_charge:R:1
C 1.72 1.75 5.81 -0.73
C 3.04 1.23 5.20 -0.96
C 2.92 0.95 3.66 0.31
F 4.21 1.06 3.16 -0.32
C 2.23 -0.43 3.48 -0.23
C 2.59 -1.28 2.22 0.18
P 4.39 -1.69 1.97 0.17
O 4.41 -3.00 0.92 -0.45
Cl 4.91 -2.51 3.85 -0.29
C 1.88 -0.78 0.91 0.34
C 2.22 0.68 0.51 0.32
C 2.58 0.83 -0.98 0.00
C 3.53 -0.05 -1.61 -0.60
C 3.88 0.03 -2.98 -0.84
C 3.29 1.02 -3.82 -0.78
C 2.38 1.93 -3.22 -0.62
C 2.02 1.85 -1.82 1.63
C 1.03 2.92 -1.32 -1.95
C 0.38 -1.17 0.97 0.32
C -0.52 -0.42 -0.04 -0.37
C -1.10 0.86 0.22 0.37
C -1.97 1.43 -0.78 -1.22
C -2.17 0.65 -1.96 -0.41
N -1.62 -0.54 -2.26 -0.53
C -0.82 -1.03 -1.30 -0.87
O -0.28 -1.15 2.25 -0.13
S 0.38 -0.25 3.41 1.20
O -0.04 1.15 3.36 -0.70
O -0.10 -0.83 4.68 -0.47
H 1.15 2.45 5.17 0.31
H 1.10 0.89 6.16 -0.09
H 1.97 2.30 6.74 0.44
H 3.46 0.37 5.75 0.35
H 3.79 2.04 5.28 0.33
H 2.35 1.81 3.27 0.28
H 2.47 -1.05 4.36 0.94
H 2.10 -2.27 2.41 -0.55
H 3.48 -3.19 0.68 0.30
H 2.32 -1.42 0.11 0.82
H 1.49 1.44 0.83 -0.28
H 3.17 0.94 1.04 0.19
H 4.01 -0.82 -0.99 0.41
H 4.60 -0.70 -3.38 0.43
H 3.53 1.08 -4.89 0.41
H 1.92 2.72 -3.82 0.44
H 1.03 3.00 -0.23 0.27
H 1.40 3.89 -1.71 0.63
H 0.03 2.78 -1.76 0.22
H 0.34 -2.23 0.63 -0.29
H -0.91 1.39 1.16 0.61
H -2.44 2.42 -0.54 0.48
H -2.86 1.07 -2.72 0.53
H -0.36 -2.01 -1.49 0.17
C -2.52 1.32 5.99 0.53
Cl -3.78 2.28 5.20 -0.19
Cl -1.36 2.34 6.83 -0.16
H -2.99 0.65 6.71 0.35
H -2.00 0.74 5.23 -0.51
C 5.94 3.68 1.69 -0.09
Cl 5.97 5.44 1.79 -0.18
Cl 4.88 3.12 0.39 -0.06
H 6.95 3.32 1.51 0.33
H 5.57 3.28 2.63 0.00
C -1.38 -0.88 -6.47 -0.34
Cl 0.27 -0.57 -7.04 -0.18
Cl -1.55 -0.52 -4.73 0.13
H -2.07 -0.27 -7.03 0.14
H -1.61 -1.93 -6.63 0.32
C 0.11 -1.54 7.88 0.21
Cl 1.76 -1.26 7.32 -0.11
Cl -0.11 -1.04 9.56 -0.18
H -0.57 -0.97 7.25 -0.27
H -0.12 -2.60 7.80 0.36
C -5.45 0.31 -6.88 -0.39
Cl -3.99 1.23 -6.49 -0.03
Cl -5.08 -1.10 -7.89 -0.17
H -5.90 -0.03 -5.95 0.28
H -6.14 0.95 -7.41 0.32
C 1.71 -4.50 -2.12 -0.14
Cl 3.37 -4.23 -2.66 -0.09
Cl 1.50 -4.07 -0.41 0.00
H 1.05 -3.89 -2.70 -0.11
H 1.47 -5.55 -2.25 0.44
C -0.99 -4.64 3.35 0.11
Cl -1.65 -5.77 2.17 -0.16
Cl 0.72 -4.30 3.04 -0.11
H -1.54 -3.71 3.29 -0.23
H -1.08 -5.07 4.34 0.45
C 1.79 -4.68 -6.07 -0.42
Cl 1.06 -3.48 -5.00 -0.01
Cl 2.24 -6.15 -5.19 -0.15
H 1.07 -4.94 -6.84 0.33
H 2.68 -4.25 -6.52 0.31
C -5.52 -4.50 3.47 -0.35
Cl -4.16 -3.48 3.94 -0.05
Cl -5.01 -5.93 2.56 -0.13
H -6.04 -4.83 4.37 0.29
H -6.20 -3.92 2.85 0.27
C -0.82 4.03 -7.26 -0.38
Cl -1.20 3.04 -5.85 -0.02
Cl -1.19 3.18 -8.77 -0.15
H -1.41 4.94 -7.22 0.29
H 0.24 4.28 -7.25 0.28
C -5.75 2.45 0.24 -0.42
Cl -4.32 2.27 -0.80 -0.08
Cl -6.41 0.87 0.69 -0.16
H -5.47 2.98 1.13 0.30
H -6.52 3.00 -0.30 0.28
C -4.73 4.99 -3.16 -0.18
Cl -3.27 5.90 -2.76 -0.16
Cl -4.36 3.59 -4.18 -0.01
H -5.18 4.64 -2.24 -0.02
H -5.41 5.64 -3.69 0.35
```



No. 3
Molecular formula: C32H48N4O4S2
Method: DFT, wB97M-V/def2-TZVPD

Results
**Frontier orbital gap**: 7.01 eV
**Multiplicity**: 3
**HOMO level**: -0.3180 Eh

Structure (XYZ):
```
90
Properties=species:S:1:pos:R:3:mulliken_charge:R:1
O -0.40 3.14 -6.56 -0.59
S -0.84 1.76 -6.15 0.91
O -2.32 1.59 -6.50 -0.58
C -0.50 1.36 -4.36 -0.48
C -1.19 -0.09 -4.09 0.50
C -2.73 -0.16 -3.72 -0.63
C -3.36 -1.58 -3.47 0.41
N -4.72 -1.91 -3.08 -0.61
S -4.74 -3.64 -2.96 0.22
N -3.13 -4.15 -3.39 -0.65
C -2.46 -2.87 -3.64 0.75
C -0.94 -2.83 -4.01 -0.71
C -0.29 -1.37 -4.22 0.63
C 1.27 -1.31 -4.56 -0.99
C 2.12 -1.27 -3.17 0.63
C 3.52 -0.57 -3.04 -0.54
C 4.35 -0.58 -1.70 -0.39
C 3.83 -1.29 -0.39 -0.57
C 2.41 -1.95 -0.51 -0.27
C 1.57 -1.95 -1.85 -0.11
H -0.15 0.77 -6.89 0.16
H 0.62 1.23 -4.18 0.22
H -0.87 2.16 -3.62 0.03
H -3.34 0.82 -3.61 0.34
H -0.28 -3.75 -4.15 0.31
H 1.48 -0.41 -5.23 0.26
H 1.65 -2.26 -5.11 0.40
H 4.00 -0.02 -3.93 0.26
H 5.40 -0.08 -1.66 0.30
H 4.46 -1.31 0.56 0.35
H 1.97 -2.44 0.42 0.23
H 0.55 -2.47 -1.79 0.21
C -0.74 6.64 -0.85 -1.87
C -0.44 5.16 -0.53 1.97
C -0.47 4.94 1.00 -1.30
C 0.76 5.51 1.71 -0.51
C 2.04 4.99 1.08 -1.21
C 2.10 5.20 -0.45 1.67
N 0.86 4.75 -1.14 0.34
O 0.89 3.39 -1.19 -0.53
C 2.37 6.69 -0.75 -1.72
C 3.37 4.49 -0.99 -1.90
C -1.65 4.40 -1.14 -1.94
H -1.81 6.84 -0.88 0.49
H -0.33 7.33 -0.11 0.34
H -0.34 6.92 -1.83 0.35
H -0.54 3.87 1.23 0.40
H -1.37 5.40 1.43 0.33
H 0.74 6.60 1.70 0.31
H 0.73 5.22 2.77 0.38
H 2.90 5.47 1.56 0.37
H 2.13 3.92 1.31 0.37
H 2.31 6.89 -1.83 0.38
H 3.37 6.99 -0.43 0.44
H 1.69 7.37 -0.25 0.31
H 3.40 3.43 -0.74 0.38
H 4.28 4.93 -0.56 0.42
H 3.45 4.59 -2.08 0.45
H -1.68 4.52 -2.23 0.46
H -2.59 4.78 -0.74 0.48
H -1.64 3.33 -0.92 0.34
C -2.80 -4.81 2.84 -1.89
C -1.40 -4.14 2.76 1.95
C -0.31 -5.23 2.60 -1.07
C -0.04 -6.01 3.88 -0.59
C 0.25 -5.07 5.05 -1.22
C -0.83 -3.99 5.24 1.62
N -1.18 -3.28 3.97 0.30
O -0.17 -2.42 3.69 -0.53
C -2.10 -4.62 5.86 -1.68
C -0.34 -3.01 6.35 -1.79
C -1.46 -3.31 1.45 -1.88
H -3.20 -5.01 1.85 0.47
H -2.78 -5.78 3.35 0.31
H -3.52 -4.16 3.35 0.36
H 0.63 -4.77 2.27 0.25
H -0.60 -5.93 1.81 0.37
H -0.89 -6.66 4.12 0.31
H 0.81 -6.68 3.73 0.40
H 0.36 -5.66 5.96 0.37
H 1.22 -4.60 4.87 0.37
H -2.92 -3.89 5.91 0.37
H -1.91 -4.96 6.88 0.44
H -2.46 -5.50 5.33 0.29
H 0.63 -2.56 6.11 0.35
H -0.22 -3.53 7.30 0.42
H -1.06 -2.20 6.50 0.44
H -2.22 -2.53 1.52 0.49
H -1.71 -3.95 0.60 0.49
H -0.50 -2.84 1.21 0.25
```



| no. | electronic energy (eV) |
| --- | --- |
| 1 | -105862.1886 |
| 2 | -379543.8587 |
| 3 | -69767.9259 |